Entry 1:
Formula: C21H20ClIN5O3SSn
Source: the Open Molecules 2025 dataset
Level of theory: wB97M-V/def2-TZVPD

Each line ends with the Mulliken charge.
Cartesian coordinates (Å):
Sn1 0.123600 -0.007600 0.158200  1.5877
Cl1 -7.399800 1.512200 0.120900  -0.0119
C1 -5.876700 0.800500 0.044100  0.7620
C2 -5.773100 -0.594600 -0.025700  -0.4871
C3 -4.548300 -1.221600 -0.103800  -0.4649
I1 -4.347400 -3.284300 -0.285900  0.3752
C4 -3.299000 -0.472400 -0.045700  0.9610
O1 -2.200200 -1.035400 -0.029700  -0.3454
C5 -3.416300 0.990300 -0.004100  0.0133
N1 -2.265800 1.670800 -0.000300  0.1258
C6 -2.311900 2.994500 0.001000  -0.5232
C7 -3.508000 3.713900 0.017700  -0.7939
C8 -4.702900 3.019700 0.051800  -0.6447
C9 -4.683500 1.614800 0.030900  0.2207
H1 -6.678100 -1.187300 -0.024300  0.4826
H2 -1.360000 3.510400 -0.005600  0.5569
H3 -3.499900 4.793000 0.015400  0.4647
H4 -5.643500 3.546700 0.091000  0.4883
C10 -1.160200 0.290700 4.483600  -0.7527
N2 0.219200 -0.090200 4.693700  0.0995
C11 0.743000 -0.225400 6.040300  -0.8239
C12 0.992900 -0.314300 3.666100  -0.1520
O2 0.634100 -0.200900 2.463600  -0.7152
H5 -1.669200 0.406500 5.437200  0.3186
H6 -1.673500 -0.476800 3.897600  0.2626
H7 -1.205800 1.238700 3.939100  0.2670
H8 -0.001400 0.081100 6.766900  0.2847
H9 1.623700 0.402400 6.169800  0.3485
H10 1.014600 -1.261300 6.245700  0.3495
H11 2.019300 -0.613500 3.897600  0.5059
S1 -0.284600 -0.731800 -4.843900  -0.0102
C13 -0.249700 0.937400 -4.449900  -0.2558
C14 -0.169300 1.104100 -3.104800  -0.6920
N3 -0.119000 -0.054100 -2.391000  0.2498
C15 -0.171200 -1.097700 -3.183100  -0.3827
H12 -0.282100 1.688400 -5.215400  0.4391
H13 -0.142300 2.046300 -2.581300  0.3793
H14 -0.145200 -2.105600 -2.808600  0.4209
N4 5.150400 -3.045100 -2.578900  -0.2728
C16 5.783200 -2.116300 -1.867700  0.3693
O3 6.983000 -1.970900 -1.840800  -0.5799
C17 4.942100 -1.152900 -1.032100  0.5808
C18 5.623500 -0.193200 -0.285600  -0.1033
C19 4.907100 0.702800 0.491900  -1.0122
C20 3.528100 0.610700 0.479500  -0.1504
N5 2.871600 -0.297600 -0.235200  -0.0255
C21 3.551800 -1.165300 -0.976000  -0.6469
H15 5.712600 -3.684100 -3.129000  0.2517
H16 4.154700 -3.171800 -2.594900  0.1227
H17 6.703200 -0.148400 -0.323500  0.5267
H18 5.412800 1.453800 1.077300  0.4403
H19 2.917100 1.295500 1.060200  0.4637
H20 2.946000 -1.867100 -1.534900  0.1277

Atoms 1-6, force components in eV/Å:
1.20 0.15 -0.05
0.76 -0.42 -0.04
-0.30 0.33 0.00
0.23 -0.88 -0.03
-1.33 -1.74 -0.06
-0.35 1.01 0.10

Calculated values
LUMO level (spin up / spin down): -12.542 / -12.542 eV
Energy relative to the best compared isomer or geometry (same formula, charge and spin): 0.832 eV
Kohn-Sham gap (spin up / spin down): 3.31 / 3.30 eV
Net charge: +3
HOMO (spin up / spin down): -15.85 / -15.85 eV
Total energy: -72957.749 eV


Entry 2:
Formula: C21H20ClN3O3S
Source: the Open Molecules 2025 dataset
Level of theory: wB97M-V/def2-TZVPD

Each line ends with the Mulliken charge.
Cartesian coordinates (Å):
C1 1.209135 4.833053 1.750256  -1.5926
C2 1.168929 3.860518 0.613576  1.2042
C3 2.351023 3.473917 -0.011731  -0.7821
C4 2.335851 2.555489 -1.044431  -0.2361
C5 1.130041 2.014655 -1.447310  0.0015
S1 1.067445 0.782920 -2.736559  1.3828
O1 2.305516 0.777041 -3.459938  -0.7187
O2 -0.155175 0.927961 -3.465608  -0.6961
N1 0.955320 -0.629422 -1.804769  -0.0749
C6 2.024924 -0.756209 -0.844082  -1.2464
C7 1.713232 -0.156272 0.531191  0.6432
O3 2.589415 0.185846 1.298827  -0.7038
N2 0.403044 -0.060081 0.804378  0.0802
C8 -0.106988 0.307208 2.098893  -0.8770
C9 -1.234473 -0.609763 2.497447  0.6610
C10 -1.763873 -0.591599 3.784396  -0.8104
C11 -2.804857 -1.453100 4.083385  -0.3085
C12 -3.283260 -2.299014 3.092915  -0.7084
C13 -2.691480 -2.237695 1.842506  -0.2002
N3 -1.696619 -1.416840 1.552283  -0.1770
C14 0.234302 -1.752974 -2.220054  0.8845
C15 -0.188933 -2.702271 -1.287478  0.0089
C16 -0.917115 -3.805174 -1.690763  -1.1410
C17 -1.237542 -3.965058 -3.028566  0.3574
Cl1 -2.158838 -5.339722 -3.529285  -0.2317
C18 -0.817939 -3.036333 -3.967239  -0.9434
C19 -0.074816 -1.942741 -3.565245  -0.5318
C20 -0.058439 2.398213 -0.858012  -0.4481
C21 -0.035592 3.324001 0.169955  -1.0292
H1 0.207729 5.126042 2.054141  0.3672
H2 1.766290 5.724784 1.469833  0.4233
H3 1.714891 4.382114 2.603275  0.3149
H4 3.288924 3.892362 0.320155  0.4145
H5 3.242223 2.255935 -1.545838  0.4532
H6 2.276720 -1.811875 -0.699035  0.5404
H7 2.915239 -0.261309 -1.244133  0.4129
H8 -0.282188 -0.435023 0.163086  0.4437
H9 0.718274 0.253467 2.816095  0.4490
H10 -0.470822 1.344475 2.082852  0.1738
H11 -1.362297 0.079694 4.527705  0.4097
H12 -3.235978 -1.467493 5.073713  0.4066
H13 -4.091280 -2.985923 3.287690  0.3839
H14 -3.020352 -2.869118 1.027690  0.4554
H15 0.042144 -2.585141 -0.240189  0.4336
H16 -1.238852 -4.536052 -0.965454  0.4380
H17 -1.057704 -3.174591 -5.009601  0.4168
H18 0.267497 -1.226091 -4.292115  0.4495
H19 -0.980715 1.972582 -1.220575  0.4908
H20 -0.961982 3.634608 0.631766  0.3564

Atoms 1-6, force components in eV/Å:
0.02 -0.01 0.01
0.08 -0.05 -0.09
-0.14 -0.02 -0.03
0.13 -0.01 -0.10
0.04 -0.30 -0.55
-0.11 -0.04 0.29

Calculated values
SMILES: Cc1ccc(S(=O)(=O)N(CC(=O)NCc2ccccn2)c2ccc(Cl)cc2)cc1
LUMO level: 0.513 eV
Energy relative to the best compared isomer or geometry (same formula, charge and spin): 1.661 eV
Kohn-Sham gap: 8.98 eV
HOMO: -8.47 eV
Total energy: -56072.509 eV


Entry 3:
Formula: C21H20ClN3O5
Source: the Open Molecules 2025 dataset
Level of theory: wB97M-V/def2-TZVPD

Each line ends with the Mulliken charge.
Cartesian coordinates (Å):
C1 2.313660 -1.252457 -3.847964  -1.6536
C2 2.664204 -0.747365 -2.451515  0.9484
C3 3.887117 0.164287 -2.497153  -1.4384
C4 1.450160 -0.007101 -1.877361  -1.3233
N1 1.680318 0.465314 -0.527398  0.9339
C5 1.943372 1.768770 -0.189082  0.4769
O1 1.981310 2.710452 -0.929659  -0.5916
C6 2.148079 1.744049 1.334596  0.6053
O2 2.385147 2.651932 2.080915  -0.5848
N2 1.980763 0.424472 1.685819  -0.1732
C7 2.021403 -0.085574 3.037669  -0.8295
C8 0.656368 -0.590765 3.538496  0.6753
O3 0.565022 -1.443286 4.383920  -0.6523
N3 -0.380981 0.041671 2.935947  -0.0457
C9 -1.731171 -0.304325 2.922556  -0.1045
C10 -2.334307 -1.125334 3.861935  -0.6192
C11 -3.686774 -1.405854 3.737322  0.1453
Cl1 -4.441372 -2.427048 4.902513  -0.2210
C12 -4.442234 -0.878573 2.701705  -0.6978
C13 -3.836239 -0.062555 1.761688  -0.1362
C14 -2.485284 0.222294 1.861204  0.2824
O4 -1.821899 1.059808 0.985762  -0.5464
C15 -1.903365 0.833661 -0.369869  0.5992
C16 -1.550495 1.896689 -1.195105  -0.3557
C17 -1.552531 1.728741 -2.566452  -0.6657
C18 -1.901537 0.507716 -3.121205  -0.5255
C19 -2.240137 -0.549685 -2.294465  -0.7922
C20 -2.239512 -0.396946 -0.918671  -0.1295
C21 1.676070 -0.370395 0.576510  0.2972
O5 1.438591 -1.542131 0.593357  -0.6119
H1 1.447254 -1.908119 -3.813281  0.3718
H2 2.089635 -0.416740 -4.506946  0.3605
H3 3.148203 -1.807371 -4.267787  0.4431
H4 2.877697 -1.605671 -1.805930  0.3242
H5 4.179883 0.483834 -1.498896  0.3098
H6 4.729082 -0.359069 -2.942949  0.4452
H7 3.677355 1.051213 -3.090872  0.3146
H8 1.221739 0.874720 -2.479791  0.4356
H9 0.581357 -0.669517 -1.858604  0.1955
H10 2.724871 -0.919267 3.105132  0.3218
H11 2.364122 0.729526 3.682189  0.4228
H12 -0.173524 0.768403 2.261410  0.0592
H13 -1.746880 -1.544420 4.661778  0.6088
H14 -5.493815 -1.103077 2.628728  0.4299
H15 -4.408900 0.351262 0.945453  0.5053
H16 -1.278186 2.839961 -0.748034  0.4903
H17 -1.281875 2.557865 -3.202050  0.4090
H18 -1.906555 0.379859 -4.192624  0.4425
H19 -2.504575 -1.506951 -2.717989  0.3797
H20 -2.490636 -1.226903 -0.274950  0.4645

Atoms 1-6, force components in eV/Å:
0.03 -0.02 0.32
-0.06 0.20 -0.08
-0.16 -0.20 0.09
0.10 -0.35 -0.24
-0.01 0.00 -0.09
-0.06 0.19 -0.35

Calculated values
SMILES: CC(C)CN1C(=O)C(=O)N(CC(=O)Nc2cc(Cl)ccc2Oc2ccccc2)C1=O
LUMO level: -0.556 eV
Energy relative to the best compared isomer or geometry (same formula, charge and spin): 0.000 eV
Kohn-Sham gap: 8.18 eV
HOMO: -8.73 eV
Total energy: -49334.219 eV


Entry 4:
Formula: C21H20N4O2S
Source: the Open Molecules 2025 dataset
Level of theory: wB97M-V/def2-TZVPD

Each line ends with the Mulliken charge.
Cartesian coordinates (Å):
C1 -2.248047 -3.245748 2.065240  -1.1088
C2 -1.048626 -2.920755 1.612838  1.2096
C3 -0.070726 -3.919637 1.076797  -1.3555
C4 -0.555310 -1.495756 1.638982  -1.8129
N1 0.039614 -1.091528 0.377691  0.7435
C5 -0.730552 -0.804302 -0.704816  0.3374
S1 -2.465837 -1.017890 -0.514492  -0.1114
C6 -3.076915 -0.046190 -1.933256  -0.4561
C7 -4.005539 1.036701 -1.436738  0.4112
O1 -5.168873 1.129481 -1.750837  -0.6397
N2 -3.440363 1.913170 -0.554534  -0.4346
N3 -2.138180 1.863690 -0.234848  0.1887
C8 -1.705944 2.459382 0.801300  -0.8381
C9 -0.293846 2.424738 1.133127  0.8987
C10 0.667439 2.282091 0.131986  -0.4231
C11 2.009326 2.247841 0.455780  -0.3808
C12 2.408015 2.329339 1.780538  -0.6137
C13 1.459921 2.469272 2.781152  -0.6016
C14 0.117438 2.533052 2.461436  -0.4513
N4 -0.291498 -0.417319 -1.848366  -0.4865
C15 1.057517 -0.301906 -2.025512  0.1158
C16 1.557238 0.105187 -3.267940  -0.6591
C17 2.915652 0.203886 -3.458910  -0.3567
C18 3.806233 -0.098760 -2.428178  -0.6695
C19 3.329970 -0.495139 -1.199686  -0.5987
C20 1.954001 -0.597120 -0.984354  0.3376
C21 1.435732 -0.987247 0.318252  0.5531
O2 2.112586 -1.211072 1.301860  -0.7196
H1 -2.937316 -2.506602 2.434542  0.2892
H2 -2.586490 -4.266915 2.082476  0.2863
H3 0.908856 -3.767415 1.527526  0.2798
H4 -0.404335 -4.934027 1.274988  0.4479
H5 0.039221 -3.799497 -0.001850  0.2515
H6 0.243975 -1.401100 2.383368  0.4928
H7 -1.367719 -0.807917 1.887188  0.5576
H8 -2.178802 0.356072 -2.404008  0.2828
H9 -3.617791 -0.707377 -2.607322  0.4457
H10 -4.071643 2.552149 -0.064887  0.2431
H11 -2.374540 2.998905 1.483360  0.4242
H12 0.343155 2.216383 -0.895176  0.4007
H13 2.747944 2.154575 -0.326360  0.5047
H14 3.456515 2.286786 2.032229  0.4038
H15 1.769719 2.533691 3.813511  0.4049
H16 -0.622102 2.646228 3.241591  0.4100
H17 0.858263 0.330685 -4.057852  0.4826
H18 3.299960 0.517651 -4.418446  0.4163
H19 4.869305 -0.018991 -2.598204  0.4217
H20 3.993385 -0.730732 -0.381196  0.4765

Atoms 1-6, force components in eV/Å:
0.03 0.02 0.06
0.16 -0.01 0.03
-0.08 -0.02 0.01
-0.19 -0.05 0.59
0.22 0.02 0.06
-0.23 0.25 -0.82

Calculated values
SMILES: C=C(C)Cn1c(SCC(=O)N/N=C/c2ccccc2)nc2ccccc2c1=O
LUMO level: 0.214 eV
Energy relative to the best compared isomer or geometry (same formula, charge and spin): 2.163 eV
Kohn-Sham gap: 8.60 eV
HOMO: -8.38 eV
Total energy: -42992.471 eV


Entry 5:
Formula: C21H20N4O5
Source: the Open Molecules 2025 dataset
Level of theory: wB97M-V/def2-TZVPD

Each line ends with the Mulliken charge.
Cartesian coordinates (Å):
C1 -5.438558 3.883264 -0.393877  -0.9631
O1 -4.228356 3.730684 0.304955  -0.4152
C2 -3.546138 2.563463 0.175399  0.9167
C3 -3.946550 1.485593 -0.600665  -0.3341
C4 -3.177289 0.336195 -0.672521  -1.3390
C5 -2.001364 0.249956 0.057668  -0.2441
C6 -1.162779 -0.920774 -0.015624  0.5384
N1 -1.110579 -1.797761 -0.963517  -0.6150
C7 -0.104664 -2.668035 -0.615943  0.1904
C8 0.291632 -3.749748 -1.406286  -0.0503
N2 0.663678 -4.628566 -2.046496  -0.6210
C9 0.430281 -2.246445 0.590879  0.9463
N3 1.413710 -2.774390 1.386197  -0.1333
C10 2.646699 -3.153207 0.720554  -0.5959
C11 3.534661 -1.891003 0.502540  -0.8382
N4 2.836421 -0.724224 0.979764  -0.0005
C12 2.280632 0.281543 0.248453  0.7913
O2 1.727338 1.222576 0.792237  -0.6484
C13 2.365805 0.218136 -1.226178  -0.1661
C14 2.239204 -0.781573 -2.161898  0.3218
C15 2.235975 -0.146435 -3.421394  -1.0872
C16 2.356016 1.186892 -3.165624  -0.4813
O3 2.423565 1.413567 -1.854177  -0.3576
C17 2.520055 -0.806154 2.389937  -0.7787
C18 1.669441 -2.080536 2.634206  -0.5722
O4 -0.247692 -1.150966 0.976998  -0.3517
C19 -1.583097 1.327877 0.844907  -0.3408
C20 -2.329621 2.487135 0.897582  0.9043
O5 -1.984164 3.597886 1.596580  -0.4723
C21 -0.746711 3.592548 2.272109  -0.7812
H1 -6.180693 3.140472 -0.082711  0.3716
H2 -5.799022 4.879048 -0.140679  0.2330
H3 -5.290763 3.816825 -1.476800  0.3744
H4 -4.863592 1.533668 -1.165504  0.4014
H5 -3.483009 -0.494949 -1.286422  0.4817
H6 2.404640 -3.642469 -0.222155  0.1120
H7 3.156932 -3.877160 1.359697  0.3858
H8 4.458766 -1.985199 1.085115  0.3395
H9 3.802617 -1.762945 -0.543702  0.5502
H10 2.124141 -1.833716 -1.999713  0.7707
H11 2.150370 -0.622457 -4.375857  0.4762
H12 2.406324 2.038403 -3.815203  0.4852
H13 3.448961 -0.841525 2.967086  0.4242
H14 1.970313 0.097843 2.653648  0.3091
H15 0.712753 -1.829077 3.091352  0.3697
H16 2.196618 -2.780570 3.286788  0.3406
H17 -0.643367 1.251736 1.365482  0.2516
H18 0.083373 3.360822 1.598599  0.3213
H19 -0.749320 2.875308 3.099784  0.3202
H20 -0.626748 4.599194 2.669205  0.2593

Atoms 1-6, force components in eV/Å:
-0.21 0.01 -0.13
0.38 -0.18 0.15
0.13 0.10 0.11
-0.09 0.29 0.04
0.38 -0.19 0.20
-0.35 0.50 0.21

Calculated values
SMILES: COc1ccc(-c2nc(C#N)c(N3CCN(C(=O)c4ccco4)CC3)o2)cc1OC
LUMO level: 0.603 eV
Energy relative to the best compared isomer or geometry (same formula, charge and spin): 4.026 eV
Kohn-Sham gap: 8.19 eV
HOMO: -7.59 eV
Total energy: -38297.721 eV


Maximum force (computed, eV Å⁻¹): 2.2, 1.1, 0.6, 1.3, 1.7